No. 1
Computed, not measured: a cluster of 2 separate species, C2H8N2O2 in total, with the ωB97M-V functional and the def2-TZVPD basis.

The geometry in ORCA input format:
```
! wB97M-V def2-TZVPD RIJCOSX def2/J DEFGRID3
* xyz 0 1
N 1.17 1.25 -0.72
C 0.20 1.67 0.36
N -1.02 2.25 -0.04
H 1.99 1.03 -0.23
H 1.49 1.89 -1.37
H 0.82 2.49 0.79
H 0.14 0.70 0.95
H -1.86 1.68 -0.09
H -1.08 2.93 -0.74
O -1.70 -3.07 -0.09
C -0.66 -3.28 0.51
O 0.63 -3.07 -0.01
H -0.62 -3.42 1.60
H 0.50 -3.05 -0.93
*
```

## Properties
max |F|	0.0713	hartree/bohr
energy relative to the best compared isomer or geometry (same formula, charge and spin)	208.4	kJ/mol
LUMO level	0.874	eV
total energy	-9277.7507	eV

Atomic partial charges in e from the Löwdin method, atoms 1 to 2: atom 1 (N): -0.031, atom 2 (C): -0.351



No. 2
Computed, not measured: an isolated molecule of C4H7NO3, with the ωB97M-V functional and the def2-TZVPD basis.

The geometry in ORCA input format:
```
! wB97M-V def2-TZVPD RIJCOSX def2/J DEFGRID3
* xyz 0 1
C 2.55 0.54 0.54
C -0.42 -1.45 -0.37
C -1.60 -0.49 -0.12
C -1.31 0.81 -0.73
H 2.76 -0.43 1.08
H 3.18 0.43 -0.24
H 2.43 1.57 1.02
H -0.39 -2.30 -0.96
H -2.45 -0.93 -0.61
H -2.42 0.37 1.36
H -0.62 1.12 -1.68
N 0.79 -0.90 -0.37
O 0.98 0.29 -0.04
O -2.01 -0.52 1.22
O -1.46 1.91 -0.09
*
```

## Properties
max |F|	0.1596	hartree/bohr
energy relative to the best compared isomer or geometry (same formula, charge and spin)	668.7	kJ/mol
LUMO level	0.674	eV
total energy	-11888.3471	eV

Atomic partial charges in e from the Löwdin method, atoms 1 to 2: atom 1 (C): 0.125, atom 2 (C): -0.012



No. 3
Computed, not measured: a cluster of 2 separate species, H4NO2PS in total, with the ωB97M-V functional and the def2-TZVPD basis.

The geometry in ORCA input format:
```
! wB97M-V def2-TZVPD RIJCOSX def2/J DEFGRID3
* xyz 0 1
N 2.21 0.26 -0.67
O -0.68 1.54 -0.90
O -0.36 0.85 1.32
P -0.36 0.19 -0.15
S -2.28 -0.95 0.01
H 2.37 -0.58 -1.16
H -0.25 2.23 -0.35
H -0.53 0.12 2.03
H -2.32 -1.84 -0.87
*
```

## Properties
max |F|	0.0776	hartree/bohr
energy relative to the best compared isomer or geometry (same formula, charge and spin)	585.7	kJ/mol
LUMO level (spin up / spin down)	-1.103 / -1.032	eV
total energy	-25770.4118	eV

Atomic partial charges in e from the Löwdin method, atoms 1 to 2: atom 1 (N): 0.025, atom 2 (O): -0.293



No. 4
Computed, not measured: an isolated molecule of C2H3N5O, with the ωB97M-V functional and the def2-TZVPD basis.

The geometry in ORCA input format:
```
! wB97M-V def2-TZVPD RIJCOSX def2/J DEFGRID3
* xyz 0 1
C -0.55 -1.12 -1.03
C 0.39 0.24 0.22
H 0.41 -2.44 -2.12
H -1.31 -0.29 -0.66
H 1.18 0.41 1.96
N -0.57 -1.98 -2.06
N 0.42 -0.99 0.01
N -0.60 1.20 -0.05
N -0.71 2.05 0.83
N 1.13 0.95 1.12
O 0.21 1.97 1.79
*
```

## Properties
max |F|	0.0979	hartree/bohr
energy relative to the best compared isomer or geometry (same formula, charge and spin)	652.0	kJ/mol
LUMO level	-0.869	eV
total energy	-11614.0721	eV

Atomic partial charges in e from the Löwdin method, atoms 1 to 2: atom 1 (C): -0.279, atom 2 (C): -0.476